{
  "formula": "C19H9Cl4N4O3SSn",
  "method": "ωB97M-V with the def2-TZVPD basis set",
  "symbols": ["Sn", "O", "N", "O", "C", "C", "C", "C", "C", "C", "N", "C", "C", "N", "C", "C", "C", "C", "H", "H", "H", "H", "H", "H", "H", "Cl", "C", "C", "C", "Cl", "C", "O", "C", "Cl", "C", "H", "H", "Cl", "S", "C", "N"],
  "xyz": [[-0.9154, 0.5612, 0.5077], [7.1014, 1.1230, 0.5974], [6.1802, 1.5122, 1.2812], [6.2902, 2.2342, 2.2511], [4.8280, 1.0373, 0.9076], [4.7922, -0.0358, 0.0863], [3.5595, -0.6234, -0.3138], [3.4944, -1.7541, -1.1487], [2.2708, -2.2982, -1.4439], [1.1277, -1.6867, -0.9243], [1.1643, -0.5954, -0.1809], [2.3590, -0.0645, 0.1442], [2.3900, 1.0970, 0.9921], [1.2025, 1.6000, 1.3815], [1.1741, 2.6421, 2.1886], [2.3310, 3.2741, 2.6359], [3.5533, 2.7951, 2.2329], [3.6195, 1.6600, 1.3960], [5.7224, -0.4622, -0.2617], [4.4088, -2.1799, -1.5416], [2.1672, -3.1711, -2.0720], [0.1485, -2.1030, -1.1195], [0.1923, 2.9912, 2.4884], [2.2637, 4.1287, 3.2928], [4.4561, 3.2741, 2.5673], [-8.8410, -0.6585, -0.1918], [-7.1529, -0.7162, -0.4824], [-6.3380, 0.2948, 0.0043], [-4.9859, 0.2600, -0.2727], [-3.9578, 1.5056, 0.3387], [-4.4227, -0.7757, -1.0164], [-3.0598, -0.7316, -1.2640], [-5.2562, -1.8063, -1.4544], [-4.5965, -3.1476, -2.3034], [-6.6152, -1.7743, -1.1973], [-6.7545, 1.1047, 0.5855], [-7.2432, -2.5809, -1.5468], [-1.2616, -0.8220, 2.3615], [-2.5622, -0.4404, -2.8562], [-1.7380, -1.8708, -3.2011], [-1.0961, -2.7968, -3.4482]],
  "forces_ev_per_a": [[1.154, 0.123, -0.261], [-0.137, 0.099, 0.097], [0.268, -0.007, -0.047], [-0.102, -0.071, -0.055], [-0.237, -0.315, -0.257], [0.250, 0.203, 0.143], [-0.333, 0.094, 0.052], [-0.074, -0.006, 0.026], [0.095, 0.023, -0.043], [-0.102, 0.006, 0.008], [-0.493, -0.014, 0.175], [0.253, -0.141, -0.154], [0.314, 0.096, 0.059], [-0.425, -0.160, 0.103], [-0.168, 0.010, -0.036], [0.156, -0.041, -0.040], [-0.159, 0.007, 0.038], [-0.084, 0.081, 0.077], [0.017, 0.010, 0.007], [-0.001, -0.036, 0.024], [0.001, -0.005, 0.016], [-0.027, -0.045, -0.098], [0.036, 0.054, 0.028], [-0.025, 0.009, -0.011], [0.054, 0.003, 0.002], [-0.162, -0.005, 0.061], [0.317, -0.025, -0.069], [-0.090, 0.107, 0.071], [0.015, -0.351, -0.123], [-0.286, 0.291, 0.036], [-0.389, 0.106, -0.186], [0.345, -0.295, -0.248], [0.243, 0.142, 0.097], [0.093, 0.001, -0.057], [-0.069, -0.023, 0.033], [0.006, 0.004, -0.005], [-0.012, 0.016, -0.013], [0.069, -0.062, 0.054], [-0.333, 0.222, 0.335], [0.020, -0.127, 0.139], [0.004, 0.025, 0.026]],
  "lowdin_charge": [0.90, 0.11, -0.33, 0.10, -0.05, 0.09, -0.11, 0.04, 0.00, -0.09, -0.02, -0.14, -0.14, -0.02, -0.10, 0.00, 0.05, -0.04, 0.14, 0.14, 0.12, 0.10, 0.12, 0.12, 0.11, 0.74, -0.66, -0.11, -0.56, 0.68, -0.40, -0.57, -0.58, 0.78, -0.10, 0.12, 0.12, -0.07, 1.00, -0.62, 0.14],
  "charge": 1,
  "homo_ha": -0.442,
  "spin_multiplicity": 1,
  "orbital_gap_ev": 7.86
}

{
  "formula": "C2",
  "method": "ωB97M-V with the def2-TZVPD basis set",
  "symbols": ["C", "C"],
  "xyz": [[0.0000, 0.0000, 1.2913], [0.0000, 0.0000, -1.2913]],
  "forces_ev_per_a": [[0.000, 0.000, -5.112], [0.000, 0.000, 5.112]],
  "lowdin_charge": [-0.50, -0.50],
  "charge": -1,
  "homo_ha": [-0.049, -0.038],
  "spin_multiplicity": 2,
  "orbital_gap_ev": [5.45, 5.84]
}

{
  "formula": "C20H10CdClIN2O5S5",
  "method": "ωB97M-V with the def2-TZVPD basis set",
  "symbols": ["Cd", "O", "C", "O", "C", "C", "C", "C", "C", "N", "C", "O", "O", "H", "H", "H", "Cl", "C", "C", "C", "I", "C", "O", "C", "N", "C", "C", "C", "C", "H", "H", "H", "H", "C", "S", "C", "C", "S", "S", "C", "S", "S", "H", "H", "H"],
  "xyz": [[-11.3500, -10.4555, 5.3580], [-10.3294, -8.6536, 1.4656], [-10.8582, -8.9367, 2.5422], [-11.5711, -9.8886, 2.8669], [-10.5837, -7.9221, 3.6539], [-9.9711, -6.6787, 3.4581], [-9.9560, -5.7657, 4.5005], [-10.6034, -6.0446, 5.6929], [-11.2329, -7.2825, 5.8235], [-11.1351, -8.1844, 4.8797], [-12.1587, -7.6904, 6.9976], [-12.4165, -6.7817, 7.7906], [-12.5322, -8.8749, 6.9454], [-9.5132, -6.4868, 2.4684], [-9.4732, -4.7865, 4.3838], [-10.6762, -5.3895, 6.5652], [-9.2272, -16.8109, 2.4381], [-9.9637, -15.5114, 3.3516], [-10.8774, -15.8732, 4.3301], [-11.5137, -14.8795, 5.0771], [-12.9559, -15.4412, 6.3942], [-11.2806, -13.4953, 4.8928], [-11.9568, -12.5802, 5.4459], [-10.2534, -13.1710, 3.9214], [-9.8870, -11.8868, 3.8144], [-9.0446, -11.4921, 2.9046], [-8.5759, -12.3652, 1.9018], [-8.8842, -13.6933, 2.0115], [-9.6605, -14.1669, 3.0906], [-11.1624, -16.8896, 4.4751], [-8.7291, -10.4440, 2.8970], [-8.0621, -11.9665, 1.0367], [-8.4608, -14.4013, 1.3249], [-8.3512, -14.1200, 7.6861], [-8.2297, -13.2699, 9.2774], [-9.8933, -12.7499, 9.4021], [-10.5423, -11.8378, 8.5998], [-9.7681, -10.7956, 7.4260], [-12.2605, -11.6002, 9.0432], [-12.3524, -12.7071, 10.3797], [-13.6773, -12.8770, 11.4000], [-10.9027, -13.6076, 10.5951], [-7.3332, -14.4904, 7.4904], [-8.6543, -13.4241, 6.9406], [-9.0850, -14.9553, 7.7792]],
  "forces_ev_per_a": [[-0.118, 0.500, 0.060], [0.232, -0.066, -0.929], [0.798, 0.949, 0.399], [-0.857, -1.148, 0.327], [-0.411, 1.184, 1.863], [0.114, -0.833, -0.986], [0.166, 0.768, 0.446], [-0.346, -0.139, 0.400], [0.180, 0.122, 0.254], [0.549, -0.704, -2.282], [0.818, 0.459, -0.349], [-0.221, 0.128, 0.346], [-0.551, -0.854, 0.256], [-0.404, -0.048, 0.772], [-0.092, -0.435, -0.057], [0.074, 0.035, -0.535], [0.143, 0.028, -0.248], [-0.681, -0.845, 0.626], [0.646, 1.335, -0.709], [0.488, 0.565, -0.460], [-0.690, -0.158, 0.756], [-0.138, -0.355, -0.373], [-0.380, 0.019, 0.422], [0.456, -0.707, -0.444], [-0.011, 0.564, 0.752], [0.187, 0.247, -0.532], [-0.368, -0.069, 0.135], [0.536, 0.111, 0.251], [-0.275, 0.503, 0.190], [0.065, -0.591, 0.068], [-0.292, -0.318, 0.025], [0.233, -0.067, 0.150], [-0.055, -0.257, -0.331], [0.187, -1.233, 0.833], [-0.194, 0.130, -0.051], [-1.112, 0.125, -0.227], [0.280, 0.002, 0.660], [-0.061, -0.429, 0.312], [0.547, -0.286, 0.114], [-0.157, 0.097, 0.065], [0.450, 0.016, -0.551], [0.268, 0.600, -0.384], [-0.418, -0.050, -0.152], [-0.233, 0.544, -0.662], [0.648, 0.561, -0.218]],
  "lowdin_charge": [1.34, -0.03, -0.74, -0.09, -0.16, -0.03, -0.08, -0.02, -0.20, 0.06, -0.69, -0.02, -0.14, 0.11, 0.10, 0.11, 0.61, -0.63, -0.21, -0.71, 0.92, -0.48, -0.23, -0.16, 0.06, -0.13, -0.04, -0.04, -0.18, 0.07, 0.11, 0.10, 0.08, -0.40, 0.75, -1.02, -1.10, 0.42, 0.89, -1.52, 0.40, 0.84, 0.03, -0.02, 0.05],
  "charge": -2,
  "homo_ha": -0.092,
  "spin_multiplicity": 1,
  "orbital_gap_ev": 6.39
}

Values of E, in order: -98700.7022, -2059.6488, -113488.7845, all in eV.
Values of energy above the lowest of the compared OMol25 structures with the same formula, charge and spin, in order: 0.0, 215.0, 0.8, all in kcal/mol.